[1]
Here is C52H49BaN14O7S as an isolated structure in a non-equilibrium geometry from the Open Molecules 2025 dataset. Energies are from ωB97M-V/def2-TZVPD.

Each line ends with the Löwdin charge.
Geometry (Å):
H1 -1.9068 -2.9237 4.2676  0.117
C1 -5.8191 4.2142 -1.2240  -0.302
N1 0.7035 4.2440 -2.1433  -0.121
S1 -0.8937 1.7421 2.0833  0.457
H2 1.5309 4.9881 4.8535  0.097
C2 6.6142 0.6240 -4.1124  -0.086
C3 2.6005 -4.8104 -1.9268  -0.041
N2 2.7435 0.5552 -1.4895  -0.106
C4 -1.9049 -2.9081 0.9772  -0.452
H3 2.5763 -2.2464 4.2607  0.121
C5 3.2484 -2.9036 3.7166  0.001
C6 -7.2915 2.4994 -0.1868  -0.022
N3 5.7943 -5.4435 1.4853  -0.341
N4 -1.2371 -1.8420 0.6969  0.140
H4 -0.2690 2.3092 -1.9655  0.073
N5 -5.6189 6.3426 -1.5103  0.124
C7 3.9390 0.5336 -0.8327  -0.487
C8 4.9036 -4.5439 2.2680  -0.132
H5 -2.5953 -4.8936 3.4665  0.115
H6 -0.5315 3.9002 3.9910  0.087
C9 2.9734 0.6652 -2.8437  -0.437
C10 1.5982 4.1711 4.1405  -0.097
C11 -2.2405 -3.8991 -0.1221  -0.030
O1 -4.5863 4.4358 -1.7108  0.110
H7 -4.7706 -1.2300 -1.8075  0.128
H8 -4.2925 2.1242 -1.7163  0.121
H9 -3.7698 -1.3296 3.6667  0.059
H10 3.7743 4.1820 4.0404  0.089
C12 -5.3738 0.5408 -0.7689  -0.176
C13 -1.8690 -2.3462 3.3457  -0.198
C14 -2.9544 7.6696 -2.2232  -0.022
N6 -6.4819 5.3040 -1.0892  0.123
H11 0.8966 5.3309 -3.8904  0.121
C15 0.4357 3.0471 -1.5784  -0.141
H12 -1.6811 -4.8310 0.0164  0.074
H13 0.2191 -4.0639 0.3621  0.082
H14 -4.9714 -3.6475 1.9916  0.070
H15 4.0201 -3.6712 0.5087  0.129
C16 6.4390 0.4872 -1.6956  -0.009
H16 8.2917 0.4612 -2.7846  0.095
H17 -4.6555 -3.5291 3.7294  0.063
C17 -2.0996 0.6242 -1.1053  -0.171
C18 -6.1314 2.8278 -0.8698  -0.128
C19 4.0548 -3.6925 1.5928  0.064
C20 4.9534 -4.6014 3.6487  -0.015
H18 -1.0492 0.0449 -4.0168  0.114
C21 0.5255 2.5023 2.7403  -0.810
N7 1.7540 2.0772 2.3406  -0.178
H19 -8.3809 0.9131 0.7595  0.104
H20 7.2382 0.6448 -5.0000  0.095
C22 1.0208 -4.6159 -0.1279  -0.056
C23 -3.2253 6.3087 -2.2691  -0.134
C24 -0.9627 5.8503 -2.9672  -0.189
N8 1.1887 2.8974 -0.5078  -0.014
C25 2.6598 -6.3975 -0.1002  -0.128
H21 1.1991 -6.0594 1.4412  0.102
H22 -2.9436 -5.1501 1.7812  0.096
H23 4.1571 -3.7826 5.4593  0.102
O2 2.3598 -1.8713 0.3493  -0.249
N9 -3.0941 -0.1078 -1.6435  -0.126
C26 5.0724 0.5563 -1.8413  -0.087
H24 -8.0142 3.2748 0.0471  0.117
H25 -0.8265 -2.0567 3.1976  0.099
C27 5.2240 0.6908 -4.2393  -0.016
H26 -6.6832 -0.8078 0.2744  0.116
C28 -1.6148 0.1237 -3.0905  -0.189
H27 -3.7345 8.3588 -1.9155  0.116
C29 -5.1889 1.8472 -1.1756  0.041
O3 2.1280 0.7373 -3.7257  0.039
C30 -3.0388 -4.4291 2.5855  -0.228
C31 7.2127 0.5207 -2.8578  -0.085
C32 2.2339 -1.9719 1.5989  -0.699
C33 1.5162 -4.1444 -1.3500  -0.322
C34 -4.3615 -0.5462 -1.0739  -0.073
C35 4.4765 0.6527 -3.0839  -0.093
Ba1 1.3956 0.2992 0.5358  1.985
H28 4.0176 -6.4072 -1.7636  0.099
H29 -0.9815 -1.3586 1.5613  -0.014
N10 1.6578 4.9086 -1.4464  0.109
O4 5.9627 -5.1944 0.3079  0.074
C36 0.1081 4.8467 -3.3254  -0.080
H30 -2.3548 -0.4722 4.3094  0.076
C37 2.8655 2.6815 2.8047  -0.173
H31 1.5166 -2.5516 -2.6219  0.087
C38 -4.5183 5.7726 -1.8461  -0.300
O5 1.3613 -1.3720 2.2893  -0.247
N11 -2.2617 -3.2454 2.2596  -0.084
C39 4.1242 -3.7614 4.3764  -0.061
H32 -2.4569 4.3468 -2.6811  0.127
H33 3.8089 2.2856 2.4161  0.103
C40 -4.5176 -4.1594 2.8480  -0.078
C41 1.8994 4.0621 -0.4633  -0.197
H34 2.6311 4.2759 0.3117  0.108
N12 -2.7970 -0.4350 -2.9330  0.111
C42 -7.4851 1.1837 0.2112  -0.067
H35 0.3272 7.5595 -3.0944  0.116
C43 1.5865 -5.7265 0.4831  -0.096
H36 5.6322 -5.2907 4.1300  0.112
H37 6.8939 0.4042 -0.7120  0.117
C44 3.2109 -2.8730 2.3298  -0.095
O6 6.3142 -6.3843 2.0698  0.048
H38 -1.9414 -3.4687 -1.0734  0.076
H39 -3.3017 -4.1552 -0.1487  0.075
H40 0.4709 -2.4124 -1.3399  0.049
C45 -6.5286 0.2159 -0.0627  -0.037
C46 2.8522 3.7267 3.6992  -0.100
H41 4.7434 0.7698 -5.2103  0.114
H42 -2.6655 -0.4688 2.5774  0.022
C47 -1.6771 8.1132 -2.5313  -0.065
H43 -1.4466 9.1722 -2.4731  0.104
C48 3.1632 -5.9207 -1.3071  -0.111
O7 4.0708 0.5370 0.4035  -0.082
H44 -5.0527 -5.0993 3.0158  0.071
C49 0.4501 3.5740 3.6713  -0.118
C50 -2.7210 -1.0837 3.4797  -0.085
C51 -2.2383 5.4110 -2.6625  0.036
H45 -0.2959 4.0329 -3.9208  0.130
H46 -4.1732 -1.1107 -0.1684  0.116
H47 -2.0918 0.9861 -0.0782  0.058
H48 3.1103 -7.2550 0.3887  0.095
C52 -0.6815 7.2088 -2.8855  -0.027
N13 -1.1393 0.7886 -1.9928  0.051
H49 3.0204 -4.4333 -2.8585  0.109
N14 0.9193 -3.0500 -1.9808  0.124

Lowest unoccupied orbital energy   1.71 eV
Strongest force on any atom   0.07243 Eh/bohr
Kohn-Sham gap   6.50 eV
Net charge   -1
Highest occupied orbital energy   -0.1764 hartree
Energy above the lowest of the compared OMol25 structures with the same formula, charge and spin   0.000 eV

---

[2]
Here is C52H49F6N3O5P2RuS2SeSi as an isolated structure in a non-equilibrium geometry from the Open Molecules 2025 dataset. Energies are from ωB97M-V/def2-TZVPD.

Each line ends with the Löwdin charge.
Geometry (Å):
C1 4.1889 -6.3389 -1.0396  0.014
H1 -6.1910 -0.3303 -2.6759  0.110
H2 -1.4410 2.5345 4.6018  0.102
H3 -2.6166 -3.0973 0.2542  0.018
H4 -1.9810 5.0380 -4.4326  0.110
C2 -2.4195 0.4568 -2.3356  -0.347
H5 -0.5016 0.2138 -4.9569  0.087
C3 -2.9562 0.1164 -3.5680  -0.083
C4 -2.1062 4.7336 -1.0572  -0.086
H6 -2.4877 -1.0455 6.1039  0.114
H7 5.9350 -4.1666 -0.1053  0.108
H8 -2.1079 7.4421 -0.5542  0.083
C5 -2.3040 4.6357 1.4326  -0.087
H9 -4.0153 -2.3500 4.6823  0.113
C6 -4.6210 0.2692 -1.3485  -0.070
C7 1.1144 1.7607 2.9763  -0.349
H10 3.3334 3.9560 1.5394  0.112
H11 1.1698 3.1016 1.3553  0.094
H12 -2.5978 4.6964 4.8108  0.111
H13 -2.8537 0.8261 -0.2710  0.084
C8 -3.1816 -1.6194 2.8533  -0.068
C9 -1.5416 3.4669 -0.9807  -0.199
C10 3.0535 3.2479 2.3046  -0.057
N1 4.0448 -3.8204 -0.8610  -0.040
C11 2.8103 -4.8814 -2.4037  -0.190
H14 -1.0285 2.7732 -4.2477  0.106
C12 -2.5623 -2.7539 -0.7750  -0.175
H15 -0.0053 -4.8405 -1.5918  0.034
C13 -5.1415 -0.1005 -2.5800  -0.063
O1 0.2613 -2.2364 1.2420  -0.488
C14 -1.3629 -0.0462 3.0862  -0.378
C15 0.0711 -4.1270 -0.7754  -0.192
H16 -2.3466 0.0666 -4.4531  0.086
C16 -2.6312 5.0790 2.7102  -0.005
H17 4.7052 1.7815 4.9695  0.137
H18 1.5509 -5.7952 -3.8937  0.118
H19 1.8381 1.6554 -1.6688  0.086
H20 -0.4538 -4.5313 0.0835  0.034
C17 -1.4708 -0.1332 4.4691  -0.093
C18 -1.6828 3.3984 1.3475  -0.202
C19 4.0470 2.8542 3.1841  -0.112
C20 -1.8482 4.5895 -3.4599  -0.050
H21 -4.5156 6.1570 0.9438  0.085
H22 -5.2575 0.3335 -0.4787  0.114
H23 2.3333 -8.0661 -3.2924  0.111
C21 -1.6868 3.1041 3.7201  -0.049
C22 2.8272 1.6044 -3.5843  -0.080
O2 -0.6212 -2.9434 3.3987  -0.221
H24 -4.6082 4.6716 -0.0046  0.098
C23 -1.8821 6.8112 0.3002  -0.009
C24 5.0520 -3.5747 0.1320  -0.005
H25 4.6925 -3.8355 1.1264  0.093
H26 4.8816 -6.5040 -0.2326  0.118
C25 0.4171 0.6046 -4.5523  -0.111
H27 -2.6794 6.2618 -2.4419  0.118
C26 -4.1204 5.6418 0.0726  -0.007
F1 2.6333 1.8228 4.8688  0.069
C27 1.4910 1.2333 4.1739  -0.022
C28 -4.3079 -0.1654 -3.6815  -0.059
C29 0.5396 0.9243 -3.2061  -0.384
F2 0.6772 -5.1471 2.8182  0.136
C30 3.7619 -5.0659 -1.3847  -0.148
H28 -3.1229 6.0309 2.8405  0.119
F3 3.8193 -0.8618 4.4930  0.027
C31 3.7218 -0.0955 3.3769  -0.408
H29 3.7522 2.0170 -3.2141  0.111
C32 -1.1560 2.7460 -2.1069  -0.226
F4 4.9238 -0.1899 2.7445  0.030
C33 -2.4195 -0.9689 5.0296  -0.055
C34 -2.3342 4.3236 3.8326  -0.049
P1 -0.3680 1.1113 2.0921  1.147
N2 1.3496 -1.4106 3.3066  -0.280
C35 3.6515 -7.3983 -1.7472  -0.061
H30 1.3911 0.5288 -6.4446  0.110
H31 -3.8463 -2.1927 2.2241  0.110
H32 -2.9230 -3.5544 -1.4139  0.041
C36 1.7589 1.4136 -2.7287  -0.187
H33 1.8570 -3.0717 -3.0021  0.121
C37 1.7435 2.7558 2.2109  -0.109
C38 2.7239 -7.2071 -2.7706  -0.063
H34 3.9461 -8.4049 -1.4946  0.111
Ru1 -0.0009 -0.3723 -0.0372  0.671
Si1 -0.7079 -2.4162 -1.2325  0.576
H35 5.0542 3.1973 2.9967  0.113
O3 3.0797 -2.1682 1.6988  -0.373
C39 -3.2789 -1.7042 4.2313  -0.060
C40 3.9512 1.9358 4.2209  0.018
H36 -1.5032 -2.1071 -3.6113  0.011
C41 2.6962 1.2816 -4.9265  -0.065
H37 -0.8048 6.6619 0.3364  0.100
C42 -0.5484 -2.3881 -3.1835  -0.204
H38 0.1927 -1.6928 -3.5669  -0.011
C43 -2.5975 5.4555 0.1876  -0.427
C44 -1.3545 2.6317 2.4614  -0.230
C45 1.5378 -4.1459 2.6184  -0.634
H39 1.2124 0.3140 4.6388  0.090
F5 2.3774 -4.1200 3.6490  0.146
C46 -2.2459 5.2801 -2.3278  -0.008
Se1 2.9449 -1.1427 -1.0487  0.982
H40 1.1100 -4.0526 -0.4869  -0.007
C47 -3.2723 0.5415 -1.2325  -0.139
H41 5.3063 -2.5175 0.1333  0.088
H42 -4.3734 6.2204 -0.8106  0.084
C48 1.4982 0.7790 -5.4007  -0.066
S1 2.5264 -0.9790 2.2937  0.596
H43 -3.2312 -1.9096 -0.8985  -0.006
N3 2.5529 -3.5364 -2.4396  0.125
C49 3.2482 -2.9152 -1.4577  -0.628
O4 -1.3217 2.8034 0.1790  -0.066
F6 2.2242 -4.4728 1.5221  0.116
H44 -2.1165 -0.7464 1.1971  0.051
H45 -2.1886 7.3361 1.2002  0.083
H46 3.5247 1.4215 -5.6016  0.109
P2 -0.7147 0.9646 -1.8828  1.024
O5 2.0524 -0.0039 1.3182  -0.556
C50 2.2852 -5.9434 -3.1191  -0.002
H47 -4.7118 -0.4340 -4.6451  0.111
S2 0.5106 -2.5408 2.6445  0.618
C51 -2.2208 -0.8052 2.2888  -0.150
H48 -0.3176 -3.3814 -3.5554  0.019
C52 -1.3148 3.3160 -3.3607  -0.053
H49 -0.8196 0.4332 5.1158  0.092

Lowest unoccupied orbital energy (alpha / beta)   -5.07 / -3.43 eV
Strongest force on any atom   0.08138 Eh/bohr
Kohn-Sham gap (alpha / beta)   4.21 / 5.85 eV
Net charge   +1
Highest occupied orbital energy (alpha / beta)   -0.3411 / -0.3411 hartree
<S²>   1.1784
Energy above the lowest of the compared OMol25 structures with the same formula, charge and spin   10.056 eV
Multiplicity   2